Record 1
This record from the Open Molecules 2025 dataset describes C24H27N6O2RuSb as an isolated structure. The level of theory is ωB97M-V with the def2-TZVPD basis set.

Results
F_max ... 1.47 eV/Å
Orbital gap (alpha / beta) ... 5.83 / 6.77 eV
ΔE to the lowest compared entry with this formula, charge and spin ... 0.0 kcal/mol
Charge ... +1
Spin multiplicity ... 2

Last column: Löwdin charge in e.
Element x y z (Å)
Sb: -2.209 -0.466 -0.886  1.45
Ru: 0.216 0.028 0.221  1.13
O: -1.039 -0.907 2.139  -0.14
O: -1.123 1.148 1.888  -0.14
N: 2.132 -1.810 2.190  0.19
N: -1.439 0.171 2.557  -0.21
N: 0.258 2.102 -0.390  -0.01
N: 2.336 2.626 0.707  0.18
N: 1.886 0.343 1.207  -0.01
N: 0.745 -2.030 0.247  -0.03
C: 5.353 0.492 4.268  -0.05
C: -3.557 -2.145 -1.136  -0.38
C: 1.332 -2.527 1.381  -0.31
C: 3.618 1.381 2.334  -0.10
C: -0.287 -0.203 -3.320  -0.20
C: -4.504 1.485 -1.673  -0.17
C: 0.174 -2.902 -0.609  -0.17
C: -0.819 3.901 -1.573  -0.03
C: -0.774 2.624 -1.083  -0.16
C: 3.536 0.070 2.808  -0.10
C: -1.776 -0.064 -2.995  -0.40
C: 1.305 2.935 -0.104  -0.29
C: 2.565 1.536 1.343  -0.26
C: -3.050 -3.294 -1.998  -0.17
C: 0.082 -4.248 -0.378  -0.05
C: 1.191 -3.895 1.698  0.02
C: 1.332 4.246 -0.633  0.02
C: 0.283 4.733 -1.364  -0.03
C: -3.825 0.915 -0.432  -0.40
C: 0.566 -4.752 0.835  -0.02
C: 4.566 2.267 2.816  0.01
C: 2.461 -0.571 2.069  -0.26
C: 5.430 1.803 3.795  -0.05
C: 4.408 -0.396 3.778  0.01
H: -0.010 -1.241 -3.510  0.06
H: -0.196 -2.488 -1.538  0.07
H: -4.881 0.699 -2.330  0.07
H: -2.622 -2.942 -2.938  0.06
H: -5.352 2.103 -1.373  0.08
H: 1.635 -4.222 2.627  0.12
H: -2.120 0.946 -3.218  0.04
H: -0.363 -4.900 -1.115  0.11
H: -3.843 -2.492 -0.143  0.06
H: -3.829 2.115 -2.254  0.05
H: 4.346 -1.415 4.135  0.12
H: -3.443 1.711 0.208  0.04
H: -3.880 -3.957 -2.246  0.08
H: -0.031 0.372 -4.210  0.08
H: -4.528 0.326 0.158  0.06
H: -1.623 1.982 -1.251  0.02
H: 6.179 2.467 4.206  0.11
H: -1.695 4.241 -2.107  0.12
H: -2.364 -0.741 -3.613  0.05
H: 4.615 3.276 2.432  0.12
H: 0.464 -5.802 1.072  0.12
H: 2.200 4.842 -0.400  0.12
H: -2.301 -3.879 -1.471  0.03
H: -4.427 -1.671 -1.593  0.05
H: 0.354 0.163 -2.509  0.02
H: 6.047 0.170 5.033  0.11
H: 0.295 5.740 -1.758  0.12

=====

Record 2
This record from the Open Molecules 2025 dataset describes a 2-piece molecular cluster, C4H9O2 overall. The level of theory is ωB97M-V with the def2-TZVPD basis set.

Results
F_max ... 0.90 eV/Å
Orbital gap ... 6.93 eV
ΔE to the lowest compared entry with this formula, charge and spin ... 35.1 kcal/mol
Charge ... -1

Last column: Löwdin charge in e.
Element x y z (Å)
O: 0.806 1.218 -0.008  -0.15
O: 1.241 -1.256 0.540  -0.20
C: -0.584 1.260 0.234  -0.37
C: -0.975 2.726 0.395  -0.11
C: 1.035 -3.152 -0.925  -0.11
C: 0.642 -2.267 0.045  -0.52
H: 0.339 -3.939 -1.187  -0.02
H: 1.954 -3.019 -1.483  0.00
H: -0.797 0.723 1.164  0.10
H: -1.135 0.784 -0.583  0.10
H: -0.947 3.230 -0.574  0.06
H: -2.000 2.813 0.765  0.06
H: -0.357 -2.530 0.470  0.07
H: -0.250 3.191 1.058  0.06
H: 1.027 0.219 0.090  0.03

=====

Record 3
This record from the Open Molecules 2025 dataset describes a 2-piece molecular cluster, HI2PS2 overall. The level of theory is ωB97M-V with the def2-TZVPD basis set.

Results
F_max ... 2.18 eV/Å
Orbital gap ... 6.50 eV
ΔE to the lowest compared entry with this formula, charge and spin ... 39.7 kcal/mol

Last column: Löwdin charge in e.
Element x y z (Å)
I: -2.184 2.506 -3.371  0.17
I: -0.589 -1.013 -4.233  0.30
S: 0.026 2.735 -2.602  -0.40
S: -0.764 -0.580 -0.723  0.15
P: 0.547 -0.109 -2.294  -0.11
H: -0.107 -0.290 0.524  -0.11

=====

Record 4
This record from the Open Molecules 2025 dataset describes C29H19BrCoN7O8 as an isolated structure. The level of theory is ωB97M-V with the def2-TZVPD basis set.

Results
F_max ... 1.28 eV/Å
Orbital gap (alpha / beta) ... 6.46 / 6.21 eV
ΔE to the lowest compared entry with this formula, charge and spin ... 18.0 kcal/mol
Charge ... -1
Spin multiplicity ... 2

Last column: Löwdin charge in e.
Element x y z (Å)
Br: 0.658 -0.126 3.884  0.91
Co: 0.819 -0.188 1.205  0.40
O: 0.871 -0.394 -0.832  -0.06
O: 0.100 2.677 -6.240  0.07
O: 1.771 -3.254 -6.194  0.08
O: 4.811 0.808 1.253  0.02
O: -0.342 3.046 -4.177  0.09
O: 2.811 -0.190 1.454  -0.14
O: 1.414 -1.726 -7.652  0.07
O: 0.138 -2.425 -1.521  0.03
N: -1.996 -4.344 1.092  0.10
N: 0.025 2.321 -5.078  -0.36
N: 0.953 -4.487 0.968  0.10
N: 1.442 -2.126 -6.503  -0.36
N: -1.849 -2.320 1.932  0.15
N: 1.504 2.052 1.153  0.12
N: 1.123 -2.358 1.490  0.08
C: 2.293 -4.193 0.978  -0.08
C: 1.065 -1.208 -5.446  -0.12
C: -0.981 0.625 1.307  -0.18
C: -2.775 1.850 2.533  -0.18
C: 2.797 4.488 0.831  -0.07
C: -3.279 -3.950 1.379  -0.10
C: 0.540 -1.270 -1.679  -0.60
C: 0.810 3.183 1.060  -0.09
C: -1.166 -3.311 1.425  -0.27
C: 0.666 -0.780 -3.119  -0.08
C: -3.319 2.319 3.753  -0.06
C: -3.401 2.145 1.302  -0.07
C: -1.560 1.093 2.529  -0.23
C: 1.006 -1.661 -4.130  0.09
C: -1.512 1.319 4.972  -0.15
C: -1.655 0.947 0.148  -0.11
C: 0.396 0.958 -4.754  -0.12
C: 3.582 0.800 1.270  -0.59
C: -0.979 0.866 3.799  -0.55
C: 2.834 2.120 1.094  -0.16
C: 3.521 3.314 0.925  0.00
C: 0.275 -3.355 1.281  -0.26
C: 2.379 -2.882 1.322  -0.10
C: 0.745 0.096 -5.777  0.08
C: 0.381 0.541 -3.425  0.09
C: 1.413 4.421 0.909  -0.06
C: -2.704 2.065 4.945  -0.10
C: -3.159 -2.695 1.901  -0.13
C: -2.846 1.701 0.134  -0.09
H: 4.600 3.277 0.874  0.11
H: 3.047 -4.926 0.750  0.10
H: -3.935 -2.037 2.259  0.10
H: -3.313 1.938 -0.816  0.10
H: 3.248 -2.260 1.431  0.10
H: -4.127 -4.590 1.207  0.10
H: 0.761 0.432 -6.801  0.13
H: 1.225 -2.696 -3.913  0.13
H: 0.157 1.253 -2.645  0.13
H: -1.014 1.105 5.908  0.09
H: 0.562 -5.352 0.649  0.14
H: 0.804 5.314 0.849  0.10
H: -3.115 2.445 5.872  0.09
H: -4.237 2.896 3.719  0.10
H: -0.270 3.099 1.112  0.10
H: -1.735 -5.201 0.642  0.14
H: -1.260 0.618 -0.804  0.07
H: -4.312 2.734 1.303  0.10
H: 3.294 5.443 0.705  0.10

=====

Record 5
This record from the Open Molecules 2025 dataset describes one molecule with the formula CH3OP. The level of theory is ωB97M-V with the def2-TZVPD basis set.

Results
F_max ... 3.92 eV/Å
Orbital gap ... 10.43 eV
ΔE to the lowest compared entry with this formula, charge and spin ... 35.8 kcal/mol
SMILES ... C1OP1

Last column: Löwdin charge in e.
Element x y z (Å)
P: 0.901 -0.099 -0.879  0.83
O: 0.759 0.813 0.513  -0.46
C: -0.533 0.241 0.181  -0.45
H: -0.917 -0.541 0.931  0.08
H: 1.285 -1.378 -0.513  -0.12
H: -1.495 0.964 -0.233  0.13

=====

Record 6
This record from the Open Molecules 2025 dataset describes a 2-piece molecular cluster, C3H6NO2S overall. The level of theory is ωB97M-V with the def2-TZVPD basis set.

Results
F_max ... 4.58 eV/Å
Orbital gap (alpha / beta) ... 6.31 / 8.76 eV
ΔE to the lowest compared entry with this formula, charge and spin ... 166.9 kcal/mol
Charge ... +1

Last column: Löwdin charge in e.
Element x y z (Å)
S: 1.080 -2.854 1.126  1.09
O: 0.141 -1.552 2.075  -0.18
O: 1.831 -2.147 0.139  -0.46
N: 0.774 0.233 0.707  0.10
C: -1.609 1.894 -1.887  0.14
C: 0.737 0.885 -0.303  0.21
C: 0.342 -0.322 1.789  -0.21
H: -1.737 0.903 -1.632  -0.06
H: -0.161 -3.319 0.501  0.06
H: 0.175 0.334 2.550  0.14
H: -1.306 2.175 -2.881  0.00
H: -1.802 2.824 -1.158  0.07
H: 1.536 0.945 -1.025  0.11

=====

Record 7
This record from the Open Molecules 2025 dataset describes a 2-piece molecular cluster, C3H10N2O3 overall. The level of theory is ωB97M-V with the def2-TZVPD basis set.

Results
F_max ... 3.61 eV/Å
Orbital gap ... 9.61 eV
ΔE to the lowest compared entry with this formula, charge and spin ... 18.0 kcal/mol
SMILES ... NCCNC(=O)O.O

Last column: Löwdin charge in e.
Element x y z (Å)
O: -1.414 1.497 -0.471  0.09
O: 2.679 0.444 -0.010  -0.07
O: -0.422 2.366 1.286  0.07
N: -0.203 0.090 0.893  0.05
N: -0.120 -2.580 -1.634  -0.03
C: -0.683 1.365 0.648  -0.61
C: 0.448 -1.952 -0.471  -0.23
C: -0.751 -0.996 0.063  -0.16
H: 0.637 -2.687 0.344  0.11
H: -1.360 -0.563 -0.743  0.10
H: -1.051 -2.375 -1.943  0.06
H: 0.529 -2.622 -2.411  0.07
H: -0.099 -0.193 1.863  0.16
H: 1.755 0.482 0.284  -0.01
H: -1.459 -1.624 0.675  0.13
H: 3.185 1.037 0.551  0.04
H: -1.702 2.438 -0.484  0.15
H: 1.330 -1.323 -0.571  0.08

=====

Record 8
This record from the Open Molecules 2025 dataset describes CH4I2N as an isolated structure. The level of theory is ωB97M-V with the def2-TZVPD basis set.

Results
F_max ... 3.28 eV/Å
Orbital gap (alpha / beta) ... 7.62 / 6.77 eV
ΔE to the lowest compared entry with this formula, charge and spin ... 52.9 kcal/mol
Charge ... +1

Last column: Löwdin charge in e.
Element x y z (Å)
I: 1.308 -2.302 0.082  0.87
I: 1.173 1.247 0.111  1.30
N: -1.136 0.560 0.493  -0.16
C: 1.277 -0.443 -0.914  -1.16
H: -1.879 0.546 -0.183  0.07
H: -0.970 -0.334 1.053  0.05
H: -1.498 1.130 1.270  0.06
H: 1.724 -0.404 -1.911  -0.04

=====

Record 9
This record from the Open Molecules 2025 dataset describes ITi as an isolated structure. The level of theory is ωB97M-V with the def2-TZVPD basis set.

Results
F_max ... 0.95 eV/Å
Orbital gap (alpha / beta) ... 6.66 / 8.05 eV
ΔE to the lowest compared entry with this formula, charge and spin ... 0.8 kcal/mol
Spin multiplicity ... 4

Last column: Löwdin charge in e.
Element x y z (Å)
I: 0.762 -1.179 0.051  -0.30
Ti: -0.762 1.179 -0.051  0.30

=====

Record 10
This record from the Open Molecules 2025 dataset describes a 2-piece molecular cluster, C4H8O2 overall. The level of theory is ωB97M-V with the def2-TZVPD basis set.

Results
F_max ... 0.56 eV/Å
Orbital gap ... 10.00 eV
ΔE to the lowest compared entry with this formula, charge and spin ... 49.5 kcal/mol
SMILES ... C=CO.CC=O

Last column: Löwdin charge in e.
Element x y z (Å)
O: -1.006 0.001 -1.789  -0.04
O: 1.112 -1.514 0.770  0.02
C: 1.594 0.839 0.793  -0.05
C: -1.851 -0.832 0.228  0.02
C: 1.681 -0.569 0.281  -0.32
C: -1.951 0.024 -0.783  -0.27
H: 0.878 0.926 1.613  0.08
H: 2.586 1.143 1.148  0.08
H: 2.341 -0.705 -0.602  0.12
H: 1.315 1.495 -0.040  0.07
H: -0.669 0.879 -1.997  0.09
H: -2.803 0.692 -0.940  0.10
H: -2.653 -1.012 0.935  0.06
H: -0.959 -1.439 0.330  0.04

=====

Record 11
This record from the Open Molecules 2025 dataset describes C27H50AuP2 as an isolated structure. The level of theory is ωB97M-V with the def2-TZVPD basis set.

Results
F_max ... 7.55 eV/Å
Orbital gap (alpha / beta) ... 3.75 / 3.66 eV
Charge ... +1
Spin multiplicity ... 3

Last column: Löwdin charge in e.
Element x y z (Å)
Au: 1.383 0.535 -2.869  1.27
P: 3.551 0.621 0.927  0.86
P: -3.116 -0.052 -1.186  0.98
C: 0.868 -1.251 3.242  -0.21
C: 1.360 -0.064 3.965  -0.06
C: -0.500 -1.577 3.064  -0.18
C: -1.546 -0.433 -3.918  -0.20
C: 0.748 -3.221 2.063  -0.22
C: 1.019 -0.235 -4.657  -0.29
C: -4.630 -0.425 -2.156  -0.32
C: -0.574 -2.800 2.352  -0.20
C: 1.128 -4.446 1.332  -0.06
C: 3.118 -2.350 2.627  -0.04
C: 4.587 -0.462 -0.159  -0.32
C: -1.457 0.575 -2.796  -0.34
C: -2.905 2.835 2.557  -0.08
C: -0.401 -0.637 -4.990  -0.15
C: -1.621 -0.757 3.566  -0.02
C: -1.817 -3.540 2.036  -0.05
C: -2.371 -1.714 -1.000  -0.34
C: 1.472 1.138 -4.787  -0.27
C: 0.524 2.269 -5.031  -0.18
C: 2.181 0.463 -0.300  -0.36
C: 4.035 2.248 0.209  -0.32
C: -1.390 3.087 2.445  -0.51
C: -0.711 1.934 1.846  0.00
C: -0.730 3.460 3.789  -0.08
C: 1.646 -2.274 2.630  -0.17
C: -0.347 1.506 -2.698  -0.34
C: -0.408 2.569 -3.840  -0.15
H: -3.101 -2.531 -1.118  0.05
H: 0.306 3.774 3.625  0.08
H: 1.791 -0.559 -0.394  -0.03
H: -1.261 4.293 4.267  0.08
H: -0.134 3.555 -3.417  0.12
H: -0.740 -0.239 -5.942  0.12
H: -2.591 -1.184 3.277  0.08
H: 2.110 -4.329 0.858  0.07
H: -5.428 0.165 -1.668  0.04
H: 3.483 -2.991 1.814  0.07
H: -2.460 -0.181 -4.498  0.12
H: -2.613 -2.858 1.705  0.06
H: -4.889 -1.492 -2.090  0.04
H: 0.377 1.967 1.796  0.04
H: 5.595 -0.618 0.247  0.04
H: -0.725 2.613 4.488  0.08
H: -1.556 0.267 3.158  0.04
H: 4.646 0.008 -1.151  0.03
H: 0.912 0.853 3.550  0.05
H: 1.185 -5.323 1.995  0.09
H: -4.526 -0.104 -3.203  0.04
H: 0.393 -4.674 0.548  0.07
H: 3.381 3.035 0.606  0.04
H: -3.403 3.706 3.001  0.08
H: 3.506 -2.762 3.573  0.11
H: 4.077 -1.426 -0.251  0.03
H: 5.078 2.495 0.427  0.04
H: 1.390 1.210 -0.193  -0.06
H: 2.501 1.295 -5.113  0.12
H: 1.086 3.179 -5.257  0.12
H: -1.444 2.679 -4.175  0.12
H: 3.871 2.148 -0.873  0.01
H: -1.642 -4.281 1.248  0.08
H: 3.567 -1.352 2.505  0.01
H: -3.129 1.957 3.176  0.07
H: -1.599 -0.681 4.665  0.10
H: 2.450 0.028 3.909  0.06
H: -2.404 1.198 -2.823  0.06
H: 1.755 -1.008 -4.839  0.11
H: -0.094 2.108 -5.938  0.13
H: -3.331 2.673 1.560  0.07
H: -1.532 -1.845 -1.699  0.02
H: -1.742 -1.439 -3.507  0.08
H: -1.949 -1.753 0.018  0.01
H: -1.245 3.945 1.760  0.14
H: 1.083 -0.112 5.031  0.09
H: -2.203 -4.077 2.916  0.10
H: -0.369 -1.708 -5.183  0.11
H: -1.226 1.377 1.063  0.04
H: -0.306 1.996 -1.713  0.09

=====

Record 12
This record from the Open Molecules 2025 dataset describes C12H33BrMnN3O3 as an isolated structure. The level of theory is ωB97M-V with the def2-TZVPD basis set.

Results
F_max ... 11.91 eV/Å
Orbital gap (alpha / beta) ... 7.84 / 6.53 eV
ΔE to the lowest compared entry with this formula, charge and spin ... 274.8 kcal/mol
Charge ... +1
Spin multiplicity ... 6

Last column: Löwdin charge in e.
Element x y z (Å)
Br: -0.354 0.285 0.171  0.82
Mn: -2.301 -0.261 0.492  0.57
O: 0.550 4.093 -4.182  -0.16
O: 3.949 0.101 0.881  -0.17
O: -1.697 -1.627 1.165  -0.46
N: 1.364 -1.244 1.548  -0.12
N: -4.009 -0.555 0.285  -0.08
N: -0.488 0.818 -2.555  -0.06
C: -2.941 -2.365 1.410  -0.10
C: 0.050 2.691 -4.137  -0.15
C: 0.096 4.883 -3.144  -0.16
C: 5.198 -0.386 0.497  -0.13
C: 3.665 -0.438 2.149  -0.20
C: -4.091 -1.367 1.478  -0.40
C: -5.556 -1.860 1.506  -0.01
C: 2.128 -0.337 2.482  -0.32
C: 0.428 1.864 -2.910  -0.43
C: -0.578 -2.463 0.914  -0.12
C: 1.640 -0.740 3.945  -0.04
C: 1.830 1.198 -3.123  -0.05
H: -3.907 -0.771 2.372  0.16
H: -0.395 -3.159 1.733  0.13
H: 0.354 -1.941 0.699  -0.01
H: -0.993 4.901 -3.183  0.09
H: 5.325 -1.466 0.566  0.09
H: 2.077 0.533 -3.950  0.08
H: -2.974 -3.092 2.222  0.16
H: 0.398 -1.014 1.364  -0.14
H: 6.009 0.093 1.045  0.09
H: -0.524 0.045 -3.204  0.08
H: -3.142 -3.013 0.557  0.15
H: 2.168 -1.670 4.154  0.07
H: 1.784 -0.105 4.819  0.07
H: -0.801 -3.185 0.129  0.12
H: 1.854 -1.144 0.671  0.07
H: 0.245 5.918 -3.451  0.09
H: 0.576 -0.960 3.860  0.06
H: -5.948 -2.232 0.559  0.10
H: -5.741 -2.603 2.281  0.10
H: 1.891 0.720 2.356  0.12
H: 0.451 4.787 -2.117  0.08
H: -6.219 -1.003 1.620  0.10
H: -1.040 2.676 -4.146  0.11
H: 2.544 1.998 -3.315  0.07
H: 5.397 -0.194 -0.558  0.09
H: -0.346 0.331 -1.682  -0.18
H: -4.329 -1.116 -0.492  0.14
H: 4.127 0.249 2.858  0.13
H: 0.263 2.146 -5.056  0.13
H: -4.667 0.186 0.481  0.14
H: 2.177 0.652 -2.245  0.06
H: 0.417 2.577 -2.085  0.12
H: 4.086 -1.436 2.266  0.12